# 1
# C5H4As2BrF20NaO

C5H4As2BrF20NaO as an isolated structure at a distorted geometry (ωB97M-V/def2-TZVPD, OMol25).

As for the relative energy (zero: lowest compared OMol25 entry of this formula, charge and spin): 0.000 eV. The calculation puts the HOMO energy at -2.6 eV. The total charge is -2. The LUMO energy is 3.6831 eV. The calculation puts the frontier orbital gap at 6.28 eV.

CARTESIAN COORDINATES (ANGSTROEM)
Na1 8.6999 16.4365 17.6362
As1 8.6463 13.0577 15.4860
F1 7.8105 12.2049 16.7633
F2 7.0988 13.1511 14.6888
F3 9.3466 14.0061 14.1704
F4 10.1666 13.0960 16.3191
F5 9.1121 11.5353 14.7403
F6 8.2938 14.6162 16.3503
As2 8.3206 13.8835 20.5998
F7 7.3234 14.7577 19.4347
F8 9.6658 13.8007 19.4732
F9 9.3578 12.9917 21.7829
F10 7.0221 13.8415 21.7599
F11 7.7303 12.3861 19.9311
F12 8.9355 15.4024 21.2199
Br1 11.5284 16.7058 18.3540
C1 11.7936 17.1584 13.6768
C2 12.8095 16.0621 13.3615
C3 12.4114 14.6766 13.8665
F13 13.1818 13.6765 13.3289
F14 12.3304 14.6225 15.2045
F15 12.8977 16.0220 11.9850
F16 14.0736 16.4410 13.7215
O1 10.5977 16.7756 13.0159
C4 9.4386 17.3496 13.5088
C5 8.3458 16.8665 12.5493
F17 8.2240 15.5482 12.4018
F18 7.1578 17.3906 12.9407
F19 9.2844 17.0571 14.7983
F20 9.5386 18.7031 13.4346
H1 12.1129 18.1343 13.3069
H2 11.7290 17.2725 14.7647
H3 11.4106 14.4175 13.4961
H4 8.6451 17.2742 11.5773

=====

# 2
# C20H30As3F18MnO15

C20H30As3F18MnO15 as an isolated structure at a distorted geometry (ωB97M-V/def2-TZVPD, OMol25).

As for the relative energy (zero: lowest compared OMol25 entry of this formula, charge and spin): 1.131 eV. Its multiplicity is 6. The calculation puts the HOMO energy (alpha / beta) at -7.5 / -8.4 eV. The total charge is -1. The LUMO energy (alpha / beta) is 1.1113 / 1.1111 eV. The calculation puts the frontier orbital gap (alpha / beta) at 8.64 / 9.48 eV. The expectation value of S² is 8.752.

CARTESIAN COORDINATES (ANGSTROEM)
Mn1 -0.7774 -0.5336 1.3781
As1 -3.5949 -2.3978 3.1383
F1 -3.9860 -3.4310 1.7929
F2 -4.3517 -1.0430 2.3021
F3 -3.0744 -1.3269 4.3909
F4 -2.7245 -3.6777 3.9550
F5 -2.0488 -1.9697 2.2458
F6 -5.1153 -2.8012 3.9503
As2 1.0469 -1.9452 4.5564
F7 1.8923 -2.8798 5.7519
F8 0.5278 -3.4355 3.8116
F9 0.1813 -1.0002 3.2987
F10 1.6687 -0.4332 5.1723
F11 2.4978 -1.9862 3.5442
F12 -0.3501 -1.7728 5.5868
As3 -1.8396 2.2414 3.9525
F13 -2.0011 3.5098 5.1344
F14 -3.5022 1.7648 4.0631
F15 -1.6292 0.8694 2.7633
F16 -0.1311 2.5909 3.7680
F17 -1.3854 1.1097 5.2080
F18 -2.1656 3.3284 2.6058
C1 3.4939 -0.5912 -3.6193
C2 2.3014 0.3055 -3.2346
C3 1.0550 0.1412 -4.1479
O1 -0.0059 -0.2216 -3.2440
C4 0.4838 -0.3671 -2.0037
O2 -0.1169 -0.7112 -1.0378
O3 1.7712 -0.0529 -1.9566
H1 4.0875 -0.8852 -2.7570
H2 4.0771 0.0448 -4.2891
H3 3.2294 -1.4893 -4.1761
H4 2.6242 1.3320 -3.0669
H5 1.2253 -0.6067 -4.9166
H6 0.7913 1.1042 -4.5799
C5 3.8067 4.0495 1.1138
C6 3.6529 2.6589 0.5370
C7 4.3856 1.5327 1.3294
O4 3.4108 0.5287 1.4821
C8 2.2011 1.0049 1.1984
O5 1.1844 0.4530 1.3952
O6 2.3091 2.2661 0.7157
H7 4.0005 4.0023 2.1862
H8 2.8994 4.6218 0.9345
H9 4.6868 4.5630 0.7197
H10 3.9393 2.5864 -0.5178
H11 4.6090 1.8678 2.3463
H12 5.3377 1.2832 0.8646
C9 0.3760 5.4972 -1.7227
C10 -0.8631 4.6718 -1.3611
C11 -1.2864 3.6732 -2.4291
O7 -1.4765 2.4926 -1.6538
C12 -0.9861 2.6341 -0.4030
O8 -0.9838 1.7583 0.3915
O9 -0.4985 3.8722 -0.2445
H13 0.4153 6.4339 -1.1717
H14 0.1847 5.8526 -2.7459
H15 1.2863 4.9086 -1.7857
H16 -1.7332 5.2902 -1.1299
H17 -0.5547 3.5637 -3.2352
H18 -2.2548 3.8891 -2.8800
C13 -4.2077 -0.3400 -4.2290
C14 -4.3786 -0.0488 -2.7385
C15 -5.2817 -0.9176 -1.9094
O10 -4.5568 -1.0897 -0.7100
C16 -3.3243 -0.5392 -0.8144
O11 -2.4923 -0.5149 0.0197
O12 -3.1251 -0.0578 -2.0630
H19 -5.1636 -0.5008 -4.7249
H20 -3.6008 -1.2476 -4.2741
H21 -3.6869 0.4875 -4.7054
H22 -4.7132 0.9954 -2.7316
H23 -5.4736 -1.9001 -2.3517
H24 -6.2567 -0.4489 -1.7769
C17 1.5028 -6.3350 -0.4702
C18 2.1022 -5.2216 0.3624
C19 2.8135 -4.1239 -0.4051
O13 1.8907 -3.0274 -0.3201
C20 0.9701 -3.2709 0.6333
O14 0.3166 -2.4525 1.1928
O15 1.0158 -4.5595 0.9806
H25 0.9016 -5.9787 -1.3083
H26 0.8906 -6.9829 0.1566
H27 2.2452 -7.0073 -0.9131
H28 2.7244 -5.6002 1.1763
H29 2.9736 -4.2641 -1.4734
H30 3.7108 -3.7924 0.1219

=====

# 3
# C20H44Cl2InO2

C20H44Cl2InO2 as an isolated structure at a distorted geometry (ωB97M-V/def2-TZVPD, OMol25).

The calculation puts the HOMO energy at -4.7 eV. The total charge is -1. The LUMO energy is 2.7069 eV. The calculation puts the frontier orbital gap at 7.45 eV.

CARTESIAN COORDINATES (ANGSTROEM)
C1 0.1466 7.1455 -2.7909
C2 -1.3367 6.5514 -2.8653
O1 -2.2665 7.1620 -3.4455
O2 -1.6573 5.2935 -2.2938
C3 -2.1489 5.4185 -0.9368
C4 -0.9673 5.2930 0.1686
C5 -0.7263 3.7514 0.5404
In1 0.5297 2.8635 -1.1654
C6 -0.7866 1.3543 -2.2275
Cl1 -0.2959 -0.3624 -1.6840
C7 -0.8710 1.4874 -3.8270
C8 -0.0365 0.3849 -4.6355
Cl2 -0.3995 3.1252 -4.5031
H1 0.7837 6.4775 -3.4691
H2 0.2227 8.1993 -3.2125
H3 0.5766 7.1425 -1.7335
H4 -2.7463 6.3740 -0.7632
H5 -2.8548 4.5374 -0.7636
H6 -1.1448 5.9838 1.0583
H7 -0.0128 5.6492 -0.3711
H8 -1.7441 3.2058 0.5778
H9 -0.2416 3.5898 1.5668
H10 1.0013 4.2377 -2.2507
H11 2.0036 2.1341 -0.3931
H12 -1.8565 1.5165 -1.8303
H13 -1.9765 1.3269 -4.1083
H14 0.1264 0.7830 -5.7017
H15 -0.6538 -0.5784 -4.7568
H16 0.9399 0.0836 -4.1266
C9 -2.3845 -2.2692 5.2971
C10 -2.0577 -2.7724 3.8976
C11 -1.1038 -1.8489 3.1372
C12 -1.6389 -0.4385 2.8740
C13 -2.9570 -0.3838 2.0996
C14 -2.8484 -0.9695 0.6969
H17 -2.8868 -1.2997 5.2712
H18 -3.0501 -2.9721 5.8063
H19 -1.4746 -2.1703 5.8955
H20 -2.9839 -2.9164 3.3326
H21 -1.5930 -3.7611 3.9803
H22 -0.8383 -2.3226 2.1876
H23 -0.1668 -1.7639 3.6996
H24 -0.8782 0.1249 2.3230
H25 -1.7687 0.0878 3.8264
H26 -3.2662 0.6636 2.0155
H27 -3.7512 -0.8922 2.6555
H28 -2.0972 -0.4344 0.1103
H29 -3.8076 -0.8841 0.1774
H30 -2.5778 -2.0283 0.7195
C15 1.1015 -2.7250 0.3389
C16 2.1164 -3.0571 -0.7454
C17 2.4461 -4.5496 -0.8194
C18 3.0918 -5.1344 0.4404
C19 4.3922 -4.4546 0.8734
C20 5.5021 -4.5788 -0.1624
H31 1.4721 -2.9845 1.3339
H32 0.8844 -1.6545 0.3367
H33 0.1634 -3.2619 0.1691
H34 3.0268 -2.4702 -0.5895
H35 1.7115 -2.7417 -1.7124
H36 3.1001 -4.7234 -1.6808
H37 1.5260 -5.1076 -1.0271
H38 3.2859 -6.1996 0.2694
H39 2.3792 -5.0905 1.2713
H40 4.7327 -4.9192 1.8053
H41 4.2162 -3.4007 1.1053
H42 5.7289 -5.6292 -0.3645
H43 6.4151 -4.1001 0.2028
H44 5.2313 -4.0977 -1.1048

=====

# 4
# CH10NO2

A 3-piece molecular cluster, CH10NO2 overall at a distorted geometry (ωB97M-V/def2-TZVPD, OMol25).

As for the relative energy (zero: lowest compared OMol25 entry of this formula, charge and spin): 1.698 eV. The calculation puts the HOMO energy at -15.9 eV. The total charge is +1. The LUMO energy is -3.4237 eV. The calculation puts the frontier orbital gap at 12.43 eV.

CARTESIAN COORDINATES (ANGSTROEM)
C1 1.9777 -0.3609 -0.6236
N1 0.5216 0.0835 -0.3028
H1 2.5540 0.6220 -0.6450
H2 2.3984 -0.7976 0.3674
H3 1.8928 -0.9886 -1.6154
H4 0.0395 -0.7759 0.0265
H5 -0.1915 0.0928 -1.0717
H6 0.2405 0.8159 0.4468
H7 -1.2308 -1.8049 1.9666
H8 -0.0708 -2.5730 1.3047
O1 -0.6797 -1.7587 1.2379
H9 -2.0556 1.6421 -1.0909
H10 -1.4197 2.9768 -0.5836
O2 -1.5296 2.0552 -0.3934